Below is the molecule C7H15N5 in a non-equilibrium geometry, with properties calculated with ωB97M-V with the def2-TZVPD basis set.

CARTESIAN COORDINATES (ANGSTROEM)
C  -0.284  -2.818  -0.610
N  -3.620  0.186  0.408
H  -0.064  1.430  1.799
H  0.539  -0.118  2.132
H  1.123  -1.830  0.623
N  -3.574  0.434  -0.837
H  0.100  1.971  -1.528
N  0.203  -1.614  0.136
H  2.653  -0.588  -0.119
C  0.798  0.841  1.597
H  0.254  -0.255  -1.537
C  -1.548  0.020  -0.282
H  1.817  1.297  2.060
H  2.926  1.406  0.112
C  0.885  0.835  0.105
H  2.456  0.594  -1.442
H  1.321  2.775  -0.446
H  -2.203  -0.404  1.858
C  0.052  -0.314  -0.495
H  -0.372  2.572  0.077
N  -2.356  0.286  -1.317
H  -0.055  -3.748  -0.050
H  -1.538  -2.666  -0.581
C  2.309  0.529  -0.332
C  0.383  2.128  -0.520
H  0.197  -2.855  -1.634
N  -2.403  -0.094  0.825

The calculated total energy is -549.3858 a.u. Its LUMO energy is 0.5 eV. The value obtained for the relative energy (zero: lowest compared OMol25 entry of this formula, charge and spin) is 1.6756 eV. The SMILES is CN[C@@H](c1nnn[nH]1)C(C)(C)C. The total charge is 0. As for the HOMO-LUMO gap: 9.770 eV.